Entry 1:
{
  "formula": "C3H6O3",
  "method": "ωB97M-V with the def2-TZVPD basis set",
  "e_above_lowest_kcal_mol": 105.5,
  "gap_ev": [7.84, 7.84],
  "species": ["O", "C", "C", "O", "C", "O", "H", "H", "H", "H", "H", "H"],
  "xyz": [[-1.1550, 1.2000, 0.7739], [-1.1388, -0.1397, 0.4193], [0.1984, -0.7855, 0.5147], [0.6475, -0.4488, -1.7807], [1.1800, 0.3759, -1.0035], [1.0665, 1.5899, -0.8298], [-0.5685, 1.6691, 0.1449], [-1.6152, -0.3610, -0.5410], [-1.6940, -0.6965, 1.2031], [0.3323, -1.8050, 0.1696], [0.8118, -0.4486, 1.3471], [1.9163, -0.1400, -0.2627]]
}

***

Entry 2:
{
  "formula": "C3H6O5",
  "method": "ωB97M-V with the def2-TZVPD basis set",
  "e_above_lowest_kcal_mol": 17.0,
  "smiles": "O=C(O)CC(=O)O.O",
  "gap_ev": 11.11,
  "species": ["O", "H", "H", "O", "O", "O", "O", "C", "C", "C", "H", "H", "H", "H"],
  "xyz": [[-5.1993, -3.8398, 0.7929], [-4.9059, -4.6677, 1.2366], [-5.5411, -3.2750, 1.5226], [1.2338, -1.1984, -0.2493], [2.8443, 1.3372, 1.3074], [-0.3340, 0.3783, -0.8685], [1.7324, 3.0638, 0.3078], [0.9258, -0.0634, -0.6500], [2.1776, 1.7716, 0.3142], [1.9263, 1.0074, -1.0085], [-0.9129, -0.4261, -0.7685], [1.7203, 3.4694, 1.2174], [2.8325, 0.6283, -1.5189], [1.4999, 1.8144, -1.6350]]
}

***

Entry 3:
{
  "formula": "C3H6OS",
  "method": "ωB97M-V with the def2-TZVPD basis set",
  "e_above_lowest_kcal_mol": 138.7,
  "gap_ev": 8.90,
  "species": ["C", "C", "C", "H", "H", "H", "H", "H", "H", "O", "S"],
  "xyz": [[0.7554, -0.3826, 0.3907], [0.1400, 0.9829, -0.0880], [-0.4937, -0.3282, -0.4842], [2.0713, -2.0186, 0.2597], [0.5690, -0.5558, 1.5552], [-0.9166, 1.4532, 0.5917], [0.7245, 1.9433, -0.5715], [-0.2150, -0.3426, -1.4927], [-2.5001, 0.9027, 0.1764], [1.9719, -0.8860, -0.2750], [-2.1066, -0.7684, -0.0623]]
}

***

Entry 4:
{
  "formula": "C3H6OS",
  "method": "ωB97M-V with the def2-TZVPD basis set",
  "e_above_lowest_kcal_mol": 34.5,
  "smiles": "CC(=S)CO",
  "gap_ev": 8.51,
  "species": ["C", "C", "C", "H", "H", "H", "H", "H", "H", "O", "S"],
  "xyz": [[-0.1302, -1.2868, 0.2723], [-0.4887, -0.1993, -0.7095], [-0.1954, 1.2067, -0.1037], [-0.7429, -2.0781, 0.0122], [0.9162, -1.5948, 0.1842], [-0.3511, -0.9570, 1.2710], [0.3156, 1.7402, -0.8497], [-0.9565, 1.7507, 0.3865], [1.6614, 0.8201, 0.7617], [0.8166, 1.1886, 1.0328], [-0.8450, -0.5904, -2.2578]]
}

***

Number 4 is which compound?
C3H6OS